# 1
{"formula": "C18H36N2O5", "method": "ωB97M-V/def2-TZVPD", "species": ["C", "C", "C", "C", "N", "C", "O", "C", "C", "C", "O", "C", "C", "C", "C", "C", "C", "O", "N", "C", "O", "H", "H", "H", "H", "H", "H", "H", "H", "H", "H", "H", "H", "H", "H", "H", "H", "H", "H", "H", "H", "H", "H", "H", "H", "H", "H", "H", "H", "H", "H", "C", "C", "C", "O", "H", "H", "H", "H", "H", "H"], "coordinates": [[-3.33664, 4.28044, -0.06222], [-4.04039, 4.23124, 1.30382], [-3.12715, 3.73937, 2.42520], [-2.67295, 2.28621, 2.24532], [-1.28692, 2.23548, 1.76888], [-0.71519, 0.94711, 1.52236], [-0.32582, 0.23163, 2.71616], [0.68684, 0.81127, 3.52016], [1.92808, -0.06472, 3.61717], [2.94670, 0.56854, 4.55659], [2.48362, -0.34039, 2.33491], [-1.59102, -0.01288, 0.73218], [-0.65397, -0.69338, -0.30960], [-1.08623, -0.34271, -1.73153], [-0.51925, -1.23109, -2.83936], [1.00148, -1.23677, -2.97467], [1.57994, 0.13527, -3.28749], [0.79364, 0.76575, -4.30560], [0.71223, -0.18705, -0.03729], [0.55183, 1.03199, 0.66438], [1.30771, 1.96620, 0.61105], [-2.42802, 3.67688, -0.06148], [-3.04886, 5.29909, -0.32233], [-3.97828, 3.91422, -0.86340], [-4.42260, 5.21955, 1.56502], [-4.91107, 3.57233, 1.24812], [-2.23438, 4.37322, 2.44850], [-3.63056, 3.85536, 3.38695], [-3.31077, 1.80398, 1.50361], [-2.79769, 1.73176, 3.18491], [-0.71530, 2.73641, 2.43934], [0.28145, 0.94053, 4.52895], [0.98123, 1.80213, 3.15388], [1.63078, -1.04032, 4.00716], [3.94297, 0.21866, 4.28810], [2.75418, 0.30639, 5.59632], [2.94423, 1.65871, 4.47294], [2.81992, 0.48435, 1.95930], [-2.05299, -0.73137, 1.40871], [-2.39449, 0.51080, 0.22042], [-0.63757, -1.77749, -0.18179], [-2.17641, -0.41450, -1.77606], [-0.83641, 0.70782, -1.92181], [-0.86846, -2.25724, -2.68278], [-0.94014, -0.89946, -3.78893], [1.29503, -1.94737, -3.74939], [1.46123, -1.57460, -2.04181], [1.58206, 0.75737, -2.38826], [2.61349, 0.02716, -3.62658], [1.37500, 1.24009, -4.90009], [1.24210, -0.82351, 0.55174], [0.95267, -5.53990, -2.73647], [2.06621, -4.91972, -3.54650], [3.46983, -5.12363, -3.02937], [1.84285, -4.28532, -4.54955], [-0.00572, -5.32339, -3.20153], [1.09453, -6.62008, -2.66761], [0.96744, -5.14352, -1.71907], [3.69690, -6.18979, -2.97074], [3.55827, -4.71524, -2.02074], [4.18082, -4.63184, -3.68809]], "lowdin_charge": [-0.0997, -0.2620, -0.2024, -0.2054, 0.0475, -0.4279, -0.0459, -0.1672, -0.3992, -0.0397, -0.0389, -0.0281, -0.2738, -0.1575, -0.1925, -0.1911, -0.2510, -0.0714, 0.1049, -0.3821, 0.1278, 0.0574, 0.0679, 0.0660, 0.0981, 0.1002, 0.1119, 0.1034, 0.1056, 0.1198, 0.1133, 0.1383, 0.1251, 0.1488, 0.0840, 0.0819, 0.0832, 0.0948, 0.1328, 0.1077, 0.1480, 0.1143, 0.1283, 0.1068, 0.1077, 0.0933, 0.0994, 0.0981, 0.1159, 0.0773, 0.1256, -0.0245, -0.5093, -0.0235, 0.0623, 0.0806, 0.0831, 0.0827, 0.0837, 0.0842, 0.0817], "e_lumo_ev": 0.6, "homo_lumo_gap_ev": 9.68, "smiles": "CCCCN[C@@]1(OC[C@H](C)O)C[C@@H](CCCCO)NC1=O.CC(C)=O", "total_charge": 0, "homo_ev": -9.089}

# 2
{"formula": "C2H4INO2", "method": "ωB97M-V/def2-TZVPD", "species": ["O", "C", "O", "C", "I", "H", "N", "H", "H", "H"], "coordinates": [[2.20322, 2.93371, -0.22874], [2.38872, 2.01012, 0.46706], [2.99704, 1.61198, 1.50962], [2.31236, 0.58972, 0.71724], [3.73297, -0.69784, -0.30596], [1.36816, 0.09413, 1.03368], [-0.05722, -0.12428, -0.73496], [0.49299, 0.36311, -1.35020], [-0.92233, 0.18643, -0.42275], [-0.22628, -1.11759, -1.09483]], "lowdin_charge": [0.1636, -0.6348, 0.0860, -0.5804, 0.7982, 0.0725, 0.0431, -0.0191, -0.0030, 0.0739], "e_lumo_ev": 0.0, "homo_lumo_gap_ev": 9.77, "smiles": "O=C1O[C@@H]1I.N", "total_charge": 0, "homo_ev": -9.768}

# 3
{"formula": "C46H35BrN3NdO3P2S2", "method": "ωB97M-V/def2-TZVPD", "species": ["Nd", "S", "C", "C", "N", "C", "S", "C", "N", "C", "C", "P", "C", "C", "C", "C", "C", "C", "C", "C", "C", "C", "C", "C", "P", "C", "C", "C", "C", "C", "C", "C", "C", "C", "C", "C", "C", "H", "H", "H", "H", "H", "H", "H", "H", "H", "H", "H", "H", "H", "H", "H", "H", "H", "H", "H", "H", "H", "H", "H", "H", "Br", "C", "C", "C", "C", "C", "C", "H", "H", "H", "H", "C", "C", "O", "H", "H", "H", "O", "C", "N", "C", "O", "C", "C", "C", "C", "C", "C", "H", "H", "H", "H"], "coordinates": [[-0.65530, 0.78570, -0.30430], [0.25700, 3.01090, 1.14540], [-0.71910, 4.23280, 0.36940], [-0.94160, 5.36390, 1.16120], [-1.10430, 6.28400, 1.83940], [-1.26300, 4.20180, -0.90060], [-1.12510, 2.96860, -2.11660], [-2.03410, 5.29900, -1.30720], [-2.68040, 6.18250, -1.67240], [1.16720, -2.64800, 2.49700], [1.96470, -1.85890, 1.44910], [1.93220, -0.01130, 1.74340], [3.40330, 0.66720, 0.87760], [4.22810, 0.01340, -0.02740], [5.29970, 0.68360, -0.59430], [5.55750, 2.00290, -0.26540], [4.74160, 2.65900, 0.64210], [3.66770, 1.99740, 1.20320], [2.76990, -0.17690, 3.39590], [4.09460, -0.60210, 3.45860], [4.67650, -0.93970, 4.66480], [3.94230, -0.86570, 5.83710], [2.63750, -0.40940, 5.79370], [2.05910, -0.05840, 4.58490], [-0.65320, -3.09070, 2.24890], [-1.68640, -1.55850, 2.36880], [-3.05200, -1.69870, 2.14100], [-3.91500, -0.63190, 2.32600], [-3.42660, 0.60390, 2.72010], [-2.06110, 0.77450, 2.90170], [-1.20500, -0.30760, 2.73640], [-0.84630, -3.32260, 4.21800], [-1.50470, -2.52240, 5.14900], [-1.74880, -2.96250, 6.43930], [-1.35020, -4.22750, 6.83770], [-0.70780, -5.05000, 5.92440], [-0.47670, -4.59850, 4.63930], [1.26040, -2.19360, 3.48780], [1.62380, -3.64390, 2.58600], [1.56780, -2.04640, 0.45000], [3.01350, -2.18350, 1.47070], [4.02230, -1.00730, -0.31490], [5.94030, 0.17340, -1.29990], [6.38520, 2.52400, -0.72640], [4.93840, 3.68760, 0.91000], [3.00090, 2.50730, 1.88630], [4.67470, -0.67610, 2.54950], [5.70030, -1.28870, 4.69010], [4.38570, -1.16460, 6.77740], [2.05620, -0.35080, 6.70300], [1.04150, 0.30410, 4.57590], [-3.43120, -2.66380, 1.83120], [-4.97600, -0.76470, 2.16100], [-4.10050, 1.43350, 2.88370], [-1.66920, 1.73480, 3.21950], [-0.15590, -0.20150, 2.98270], [-1.84560, -1.53480, 4.87000], [-2.27490, -2.31870, 7.13700], [-1.54580, -4.57210, 7.84810], [-0.41510, -6.05520, 6.21280], [-0.00580, -5.25620, 3.91500], [5.11890, 0.00720, -4.68380], [3.61890, 0.15360, -3.47500], [2.96550, -0.98640, -3.06880], [1.90170, -0.85040, -2.18560], [1.44780, 0.37710, -1.66460], [2.15930, 1.49130, -2.16260], [3.22810, 1.40110, -3.04260], [3.26540, -1.96150, -3.43250], [1.40580, -1.77170, -1.89440], [1.87620, 2.49370, -1.84700], [3.73550, 2.29180, -3.39110], [-0.91660, -3.69960, -0.72810], [-0.57750, -2.58930, 0.24370], [-0.80100, -1.42220, -0.11810], [-0.99510, -3.32100, -1.74590], [-1.88600, -4.09280, -0.42470], [-0.18570, -4.50250, -0.65290], [-2.69430, 1.63590, 0.24550], [-3.36050, 0.87760, -0.47310], [-2.83630, -0.01400, -1.32980], [-3.82610, -0.81710, -1.82180], [-3.70280, -1.72580, -2.62110], [-5.13770, -0.37390, -1.20600], [-6.43230, -0.84260, -1.27980], [-7.41840, -0.14580, -0.58460], [-7.12270, 1.00570, 0.13110], [-5.81790, 1.47940, 0.20480], [-4.84180, 0.75510, -0.44390], [-6.68120, -1.72760, -1.84810], [-8.43760, -0.51120, -0.59480], [-7.91480, 1.54260, 0.63950], [-5.57400, 2.38360, 0.74300]], "lowdin_spin": [3.0271, -0.0070, -0.0004, -0.0002, -0.0004, 0.0002, -0.0047, 0.0000, 0.0002, 0.0001, 0.0002, -0.0006, 0.0001, 0.0000, 0.0000, 0.0000, 0.0000, -0.0001, -0.0002, -0.0001, 0.0000, 0.0000, 0.0000, 0.0000, -0.0002, -0.0002, 0.0000, -0.0003, 0.0001, -0.0004, -0.0003, -0.0002, 0.0000, 0.0000, 0.0000, 0.0000, 0.0000, 0.0000, 0.0000, 0.0001, 0.0000, 0.0000, 0.0000, 0.0000, 0.0000, -0.0001, 0.0000, 0.0000, 0.0000, 0.0000, 0.0000, 0.0000, 0.0000, 0.0000, 0.0000, 0.0001, 0.0000, 0.0000, 0.0000, 0.0000, 0.0000, 0.0001, 0.0004, -0.0001, 0.0002, -0.0076, -0.0001, -0.0002, 0.0000, 0.0001, 0.0001, -0.0001, 0.0003, 0.0015, -0.0036, 0.0000, 0.0001, 0.0000, -0.0039, 0.0011, -0.0026, 0.0000, 0.0011, -0.0001, 0.0000, 0.0002, 0.0000, 0.0002, 0.0001, 0.0000, 0.0000, 0.0000, 0.0000], "e_lumo_ev": [3.8, 3.8], "homo_lumo_gap_ev": [5.81, 5.82], "total_charge": -2, "homo_ev": [-2.016, -2.025], "spin_multiplicity": 4}

# 4
{"formula": "C4H3NO", "method": "ωB97M-V/def2-TZVPD", "species": ["C", "C", "C", "C", "N", "O", "H", "H", "H"], "coordinates": [[-0.11063, 0.44873, -0.36620], [-0.53585, -0.89001, -0.71429], [0.17397, 1.14902, 0.65570], [0.00909, -2.00776, -0.41621], [0.40488, 1.86279, 1.57249], [0.36194, -3.11797, -0.28766], [-0.25591, 1.19955, -1.04541], [-1.43330, -0.81051, -1.39531], [1.38582, 2.16618, 1.99689]], "lowdin_charge": [-0.1410, -0.1016, -0.2490, -0.1881, 0.1320, 0.1702, 0.0855, 0.1488, 0.1433], "e_lumo_ev": 0.4, "homo_lumo_gap_ev": 8.51, "total_charge": 0, "homo_ev": -8.128}

What strongest force on any atom values result from the calculations? In sequence: 0.010 0.105 0.033 0.103 Eh/bohr.
What ΔE to the lowest compared entry with this formula, charge and spin values result from the calculations? In sequence: 0.00 177.61 138.27 194.01 kJ/mol.
What E_tot values result from the calculations? In sequence: -32467.3179 -15822.4476 -184453.1574 -7730.7333 eV.